No. 1
{
  "formula": "C11H12N2OTl",
  "method": "wB97M-V/def2-TZVPD",
  "orbital_gap_ha": 0.2057,
  "charge": 3,
  "elements": ["C", "C", "O", "C", "C", "C", "C", "C", "N", "C", "C", "N", "C", "C", "H", "H", "H", "H", "H", "H", "H", "H", "H", "H", "H", "H", "Tl"],
  "coordinates": [[3.79160, 0.53141, 0.33611], [2.45474, 1.31278, 0.20517], [2.55763, 2.63899, 0.18538], [1.76333, 0.78070, -1.28009], [0.66800, 0.01860, -0.81358], [0.73341, -1.41404, -0.70459], [-0.33601, -2.08871, -0.28254], [-1.55269, -1.40241, 0.09755], [-2.58046, -2.13440, 0.54219], [-3.67064, -1.47571, 0.84515], [-3.78673, -0.05118, 0.72266], [-2.80097, 0.68705, 0.33848], [-1.64946, 0.01288, 0.00890], [-0.56686, 0.71223, -0.43788], [4.51275, 0.93722, -0.36288], [3.61432, -0.52000, 0.14809], [4.09758, 0.66578, 1.36965], [1.83274, 1.01825, 1.05356], [2.11959, 3.05907, 0.94191], [1.47645, 1.65889, -1.85249], [2.45882, 0.16722, -1.83872], [1.63329, -1.92762, -1.00177], [-0.34203, -3.16629, -0.21770], [-4.50192, -2.07732, 1.19631], [-4.71233, 0.47023, 0.97449], [-0.61480, 1.79008, -0.52079], [-6.59934, -0.20370, 0.34741]],
  "forces_ev_per_angstrom": [[-0.276, -0.135, -0.949], [0.075, 0.615, 2.541], [0.133, -0.126, -0.676], [-0.972, -1.114, -1.991], [0.315, 0.314, 0.158], [0.412, 0.357, 0.118], [-0.372, -0.565, 0.119], [-0.033, -0.138, 0.114], [0.039, -0.090, -0.016], [0.064, -0.071, -0.027], [0.827, 0.304, 0.157], [-0.047, -0.023, -0.114], [-0.198, 0.054, -0.137], [0.378, 0.325, 0.078], [0.199, 0.006, -0.049], [0.086, -0.189, -0.005], [0.028, 0.214, 0.167], [-0.201, -0.379, -0.100], [-0.046, 0.194, -0.023], [0.282, 0.541, 0.417], [0.525, 0.167, 0.190], [0.169, -0.060, -0.050], [-0.045, -0.173, 0.001], [-0.051, -0.123, 0.148], [1.203, 0.195, 0.461], [-0.035, 0.165, 0.046], [-2.462, -0.265, -0.578]]
}



No. 2
{
  "formula": "C17H11FN2O4",
  "method": "wB97M-V/def2-TZVPD",
  "orbital_gap_ha": 0.3282,
  "smiles": "[H]/N=C(/C)Cc1ccc2c(c1)C(=O)c1cc(ON=O)cc(F)c1C2=O",
  "elements": ["H", "N", "C", "C", "C", "C", "C", "C", "C", "C", "C", "C", "O", "C", "C", "C", "O", "N", "O", "C", "C", "F", "C", "C", "O", "H", "H", "H", "H", "H", "H", "H", "H", "H", "H"],
  "coordinates": [[3.32860, -1.79754, -1.62179], [3.77136, -2.07370, -0.74095], [4.07602, -1.01866, -0.10400], [4.78617, -1.14160, 1.23049], [3.78984, 0.38618, -0.64794], [2.31766, 0.76993, -0.58999], [1.86618, 1.65466, -1.54320], [0.56404, 2.09494, -1.55030], [-0.27424, 1.62547, -0.57382], [0.16321, 0.71441, 0.36158], [1.46261, 0.27744, 0.36882], [-0.83303, 0.21727, 1.38424], [-0.52905, -0.00164, 2.53995], [-2.23572, 0.04916, 0.84968], [-3.06624, -0.98011, 1.20715], [-4.31483, -1.03480, 0.62894], [-5.12626, -2.11725, 0.98220], [-4.49416, -3.29762, 0.41704], [-5.30093, -4.01091, -0.00253], [-4.77992, -0.10255, -0.24799], [-3.94003, 0.92953, -0.59835], [-4.33692, 1.86803, -1.45074], [-2.68024, 0.98675, -0.06605], [-1.71583, 2.07665, -0.46215], [-2.01318, 3.23782, -0.65942], [5.71798, -1.70202, 1.11934], [5.07155, -0.16078, 1.62591], [4.15680, -1.60879, 1.99291], [4.22831, 0.55864, -1.63369], [4.29823, 1.09145, 0.02580], [2.52804, 2.04422, -2.31100], [0.19561, 2.81060, -2.27634], [1.82471, -0.43686, 1.10129], [-2.73539, -1.72071, 1.92534], [-5.77093, -0.18760, -0.68045]],
  "forces_ev_per_angstrom": [[-0.047, -0.256, 0.011], [-0.043, 0.369, -0.035], [0.263, -0.092, -0.232], [0.133, 0.555, 0.120], [0.090, 0.188, 1.295], [1.342, -0.409, -0.680], [-0.049, 0.641, -0.762], [-0.118, 0.538, -0.126], [-1.597, 0.062, 0.170], [-0.793, -0.552, 0.953], [0.485, -0.234, 0.348], [0.303, 0.009, 0.348], [-0.271, -0.198, -0.827], [0.462, 0.059, 0.042], [0.546, -0.120, 0.594], [-0.021, -1.196, 1.279], [-0.214, 0.664, -0.549], [-0.339, -0.434, -0.521], [0.272, -0.091, 0.405], [-0.929, 0.247, -0.822], [-0.168, -0.002, 0.291], [-0.226, -0.070, -0.159], [1.173, 1.469, -0.422], [0.490, 0.653, -0.265], [-0.131, -0.856, -0.037], [-0.266, -0.186, -0.008], [-0.117, -0.099, -0.103], [0.064, -0.172, -0.228], [-0.234, -0.289, -0.025], [0.023, -0.026, -0.247], [0.127, -0.203, 0.119], [0.075, -0.047, 0.031], [-0.221, 0.062, 0.026], [-0.158, 0.010, -0.053], [0.091, 0.006, 0.068]]
}



No. 3
{
  "formula": "C3H5Br2NO2",
  "method": "wB97M-V/def2-TZVPD",
  "orbital_gap_ha": [0.2790, 0.2467],
  "e_above_lowest_kj_mol": 628.5,
  "elements": ["C", "C", "C", "N", "O", "O", "Br", "Br", "H", "H", "H", "H", "H"],
  "coordinates": [[-0.35721, 1.41518, 0.73027], [-1.11183, 0.22130, 0.67502], [0.33427, -0.92027, -1.20189], [1.14383, -1.23355, -0.12769], [1.07774, -2.34684, 0.39502], [1.83106, -0.26959, 0.28836], [-0.63493, -2.26734, -2.04785], [0.88251, 0.52126, -2.15289], [-0.52488, 2.09261, -0.19114], [0.67676, 1.11734, 0.47970], [-0.09813, 2.06244, 1.69279], [-1.88973, 0.06079, -0.08279], [-1.32945, -0.45335, 1.54308]],
  "forces_ev_per_angstrom": [[0.935, 3.453, -0.417], [-1.653, -1.529, -0.117], [-1.436, -0.101, 0.880], [0.395, -0.053, 1.023], [0.237, 0.501, -0.018], [0.479, -1.042, 0.209], [0.024, -0.013, 0.092], [0.172, 0.948, -1.351], [-0.242, -0.810, 1.815], [0.741, -0.559, 0.220], [-1.165, -1.718, -1.688], [0.493, 0.375, 0.107], [1.022, 0.548, -0.755]]
}



No. 4
{
  "formula": "FH3N2OS",
  "method": "wB97M-V/def2-TZVPD",
  "orbital_gap_ha": 0.3995,
  "e_above_lowest_kj_mol": 40.4,
  "elements": ["N", "N", "O", "F", "S", "H", "H", "H"],
  "coordinates": [[-1.35539, -0.22545, -0.01186], [-0.04910, -0.71981, -0.22264], [1.12496, 0.94358, 1.32095], [2.12231, 0.88194, -1.00632], [1.49230, -0.00130, 0.33105], [-1.74975, 0.47264, -0.76622], [-0.04900, -1.63996, -0.48603], [-1.53633, 0.28836, 0.84106]],
  "forces_ev_per_angstrom": [[-1.100, 1.735, -2.097], [0.783, 4.527, 1.484], [-0.427, 1.243, 0.510], [-1.148, -0.636, 1.234], [-1.013, -1.960, -2.305], [1.674, -1.920, 1.389], [0.388, -2.576, -0.731], [0.844, -0.413, 0.516]]
}



No. 5
{
  "formula": "C6H6OS",
  "method": "wB97M-V/def2-TZVPD",
  "orbital_gap_ha": [0.2524, 0.2515],
  "smiles": "C1=CC2C3C1C23.O=S",
  "e_above_lowest_kj_mol": 462.3,
  "elements": ["C", "C", "C", "C", "C", "C", "H", "H", "H", "H", "H", "H", "O", "S"],
  "coordinates": [[0.42547, 1.38720, -0.89049], [1.23373, 0.42115, -0.46802], [0.27861, -0.68449, -0.04725], [-1.05435, -0.05977, 0.42519], [-0.92840, 0.91309, -0.69610], [-0.94210, -0.54981, -0.96683], [0.79607, 2.23368, -1.36585], [2.35314, 0.52403, -0.33471], [0.55911, -1.57920, 0.50609], [-1.87559, -0.25443, 1.13406], [-1.70545, 1.54293, -1.06021], [-1.42760, -1.28138, -1.59797], [-4.11890, -0.59012, 1.64674], [-4.39937, -0.15041, 0.29001]],
  "forces_ev_per_angstrom": [[1.824, -0.812, 0.565], [1.211, 0.076, 0.998], [-0.156, -0.037, 0.753], [-0.375, -0.451, -0.498], [-1.240, 0.975, -1.445], [0.583, -1.352, 1.126], [0.048, 1.706, -0.522], [-1.586, -0.581, -0.322], [0.080, -0.093, -0.694], [1.085, 0.127, -0.140], [-0.934, 0.158, 0.061], [-0.320, 0.285, 0.170], [0.267, -0.488, 1.495], [-0.489, 0.486, -1.547]]
}



No. 6
{
  "formula": "C28H59NO16SSi2",
  "method": "wB97M-V/def2-TZVPD",
  "orbital_gap_ha": 0.3756,
  "e_above_lowest_kj_mol": 0.0,
  "elements": ["C", "C", "O", "N", "C", "C", "O", "Si", "C", "C", "C", "C", "S", "O", "O", "O", "O", "Si", "H", "H", "H", "H", "H", "H", "H", "H", "H", "H", "H", "H", "H", "H", "H", "H", "H", "H", "H", "O", "C", "O", "C", "C", "C", "H", "H", "H", "H", "H", "H", "H", "H", "O", "C", "O", "C", "C", "C", "H", "H", "H", "H", "H", "H", "H", "H", "O", "C", "O", "C", "C", "C", "H", "H", "H", "H", "H", "H", "H", "H", "O", "C", "O", "C", "C", "C", "H", "H", "H", "H", "H", "H", "H", "H", "O", "C", "O", "C", "C", "C", "H", "H", "H", "H", "H", "H", "H", "H"],
  "coordinates": [[0.21712, 0.05644, -1.71753], [-1.00222, -0.69989, -1.29894], [-1.06985, -1.88157, -1.11559], [-2.20054, 0.13847, -1.13555], [-2.53526, 0.28205, 0.21790], [-3.97059, 0.55988, 0.56239], [-1.66711, 0.20944, 1.06508], [-3.42233, -0.19446, -2.37188], [-4.06778, -1.94642, -2.43189], [-3.67340, -2.75018, -3.68917], [-2.32919, -3.48006, -3.56077], [-1.13991, -2.74194, -4.17877], [-1.02820, -2.97564, -5.93071], [-2.33847, -2.88269, -6.50202], [-0.17963, -4.08766, -6.20762], [-0.20101, -1.69449, -6.39863], [-2.63204, 0.14500, -3.79253], [-3.26667, 0.98390, -5.06462], [1.08771, -0.36481, -1.21622], [0.11312, 1.10476, -1.46426], [0.36728, -0.05085, -2.79582], [-4.52417, -0.38248, 0.59546], [-4.44766, 1.26184, -0.11605], [-3.98764, 0.99047, 1.55990], [-4.53220, 0.76669, -2.23879], [-5.15889, -1.84676, -2.41384], [-3.79728, -2.50291, -1.53096], [-4.44868, -3.48954, -3.89107], [-3.65811, -2.10257, -4.56598], [-2.40916, -4.47138, -4.01106], [-2.08315, -3.63069, -2.50950], [-1.20197, -1.66790, -4.00602], [-0.19330, -3.09531, -3.77082], [-0.79937, -0.93552, -6.47190], [-2.29374, 0.90697, -6.17468], [-4.54743, 0.37457, -5.47811], [-3.47446, 2.40025, -4.70154], [1.62650, 2.16130, 0.02011], [0.88327, 2.42719, 0.93041], [0.14985, 3.55806, 0.84618], [-0.86303, 3.87100, 1.81622], [-0.29032, 4.51065, 3.06382], [0.79698, 1.57661, 2.16731], [-1.45701, 2.98534, 2.04298], [-1.51656, 4.56820, 1.29525], [0.37852, 3.83494, 3.59756], [-1.09824, 4.78986, 3.74159], [0.26939, 5.40911, 2.80110], [1.60236, 1.87059, 2.83705], [0.92764, 0.53759, 1.87836], [-0.13817, 1.65270, 2.71056], [2.04030, 2.26418, 5.33637], [3.23700, 2.10973, 5.35164], [3.84542, 1.97041, 6.53672], [5.23819, 1.63072, 6.66805], [6.14632, 2.83679, 6.57651], [4.04716, 2.12832, 4.07742], [5.50294, 0.85974, 5.94351], [5.29689, 1.16930, 7.64927], [6.09256, 3.31903, 5.59947], [7.17882, 2.53342, 6.75105], [5.86783, 3.57290, 7.33072], [4.22459, 3.16705, 3.79855], [3.45636, 1.65253, 3.30153], [5.00161, 1.61283, 4.12861], [5.98219, -7.50720, -6.09424], [4.87710, -7.08320, -5.89229], [4.53760, -5.89156, -6.42485], [3.20721, -5.35848, -6.34485], [2.94815, -4.64020, -5.03964], [3.89154, -7.82214, -5.01492], [2.46914, -6.13822, -6.53306], [3.14832, -4.66052, -7.17780], [3.01518, -5.31482, -4.18513], [1.94891, -4.20900, -5.06538], [3.67890, -3.84373, -4.89640], [4.11971, -7.58007, -3.97657], [4.05471, -8.88665, -5.15982], [2.84805, -7.59017, -5.20414], [4.19590, -0.44599, 8.82867], [3.20418, -1.03181, 8.48559], [3.33841, -2.05229, 7.61343], [2.23260, -2.86724, 7.20198], [1.45115, -2.23779, 6.06861], [1.83197, -0.59459, 8.93471], [1.59737, -3.10758, 8.05503], [2.69580, -3.79701, 6.87577], [0.99409, -1.29433, 6.36721], [0.65991, -2.91249, 5.74025], [2.11017, -2.03941, 5.22349], [1.52640, 0.23395, 8.29375], [1.91908, -0.22338, 9.95224], [1.07002, -1.36707, 8.89879], [-4.29492, 3.68563, 0.07860], [-4.36170, 4.54915, -0.75635], [-5.18611, 4.35734, -1.80443], [-5.46082, 5.38422, -2.76900], [-4.40527, 5.46391, -3.85036], [-3.51127, 5.79475, -0.68229], [-5.60961, 6.34184, -2.26856], [-6.41971, 5.09385, -3.19455], [-3.43006, 5.73672, -3.44730], [-4.68960, 6.21236, -4.59058], [-4.30606, 4.50056, -4.35022], [-2.52799, 5.55277, -1.08836], [-3.39462, 6.05389, 0.36689], [-3.90701, 6.65090, -1.21974]],
  "forces_ev_per_angstrom": [[0.072, -0.215, 0.120], [0.253, 0.692, 0.027], [0.002, -0.081, -0.110], [-0.787, -0.963, 0.108], [0.362, 0.436, -0.124], [0.024, 0.114, 0.279], [-0.107, -0.111, -0.025], [0.187, 0.030, 0.015], [-0.057, 0.019, -0.137], [-0.035, -0.063, 0.100], [0.065, -0.058, -0.131], [0.068, 0.056, 0.289], [-0.106, 0.081, 0.025], [-0.002, 0.022, -0.062], [-0.049, -0.086, -0.087], [0.125, 0.037, 0.055], [-0.185, 0.105, 0.034], [0.126, -0.031, -0.100], [0.000, 0.036, -0.038], [0.101, 0.024, -0.090], [-0.108, 0.021, 0.002], [-0.003, -0.001, -0.131], [0.006, -0.058, -0.028], [-0.028, -0.013, 0.026], [0.049, 0.059, 0.019], [0.007, 0.025, 0.029], [0.018, 0.076, 0.016], [-0.020, -0.016, 0.060], [-0.030, -0.069, -0.037], [0.062, -0.004, -0.013], [-0.059, -0.039, -0.008], [-0.050, -0.024, -0.044], [0.025, 0.004, -0.045], [-0.036, -0.007, -0.069], [0.028, -0.045, -0.009], [-0.004, 0.043, -0.010], [-0.004, -0.040, -0.008], [0.012, 0.117, 0.048], [0.022, 0.004, 0.088], [-0.032, -0.128, -0.057], [-0.055, 0.060, 0.077], [0.101, -0.023, -0.043], [-0.132, -0.134, 0.023], [0.016, -0.017, -0.038], [-0.017, -0.010, -0.002], [-0.029, -0.005, 0.027], [-0.009, 0.008, -0.012], [-0.015, 0.013, 0.012], [-0.104, 0.037, 0.047], [0.094, 0.027, -0.054], [0.017, 0.034, -0.005], [0.058, -0.017, -0.064], [-0.060, 0.105, 0.056], [-0.014, -0.046, -0.004], [0.110, -0.108, 0.042], [-0.154, 0.107, -0.053], [0.120, -0.232, 0.018], [-0.013, 0.014, -0.025], [0.008, 0.019, 0.003], [0.024, -0.027, -0.011], [-0.003, -0.008, 0.015], [0.029, -0.008, 0.016], [-0.022, 0.002, -0.019], [0.020, 0.090, -0.063], [0.040, 0.078, 0.099], [-0.035, -0.008, 0.016], [0.056, 0.071, 0.041], [-0.024, -0.073, -0.043], [-0.058, 0.038, -0.005], [0.104, 0.000, 0.069], [-0.049, -0.045, -0.109], [0.004, -0.008, 0.004], [0.012, 0.004, 0.010], [-0.029, -0.017, -0.016], [0.004, 0.009, 0.005], [-0.010, 0.008, -0.014], [-0.002, 0.004, 0.001], [0.048, 0.003, 0.038], [-0.004, 0.028, 0.023], [0.027, -0.100, 0.099], [-0.018, 0.187, -0.199], [0.002, -0.041, 0.102], [-0.033, -0.023, -0.058], [0.033, 0.071, 0.016], [0.001, -0.100, 0.091], [0.004, 0.018, 0.007], [0.007, 0.011, -0.005], [-0.016, -0.013, 0.008], [0.004, -0.007, -0.008], [-0.007, -0.016, -0.011], [0.009, 0.006, -0.012], [0.020, 0.052, -0.022], [-0.014, 0.009, -0.033], [0.054, 0.044, -0.042], [0.032, -0.059, -0.011], [-0.015, 0.029, 0.027], [-0.021, 0.035, -0.046], [0.040, -0.064, 0.032], [-0.100, 0.036, 0.049], [0.014, -0.008, 0.010], [0.007, -0.008, -0.002], [-0.009, 0.028, 0.002], [-0.007, -0.002, -0.007], [-0.017, 0.034, -0.004], [0.010, -0.001, 0.006], [0.042, -0.030, -0.004], [0.012, -0.009, -0.024]]
}



Values of calculated total energy, in order: -21288.52871; -31691.76873; -148855.05975; -18626.96171; -19196.27667; -90837.23961, all in eV.